1.
{
  "formula": "C4H8O2S",
  "method": "ωB97M-V/def2-TZVPD",
  "symbols": ["C", "C", "C", "C", "O", "O", "S", "H", "H", "H", "H", "H", "H", "H", "H"],
  "xyz": [[-1.0592, -0.9077, -0.4224], [-1.8263, 0.2525, -0.9459], [0.8554, 1.0970, 1.0534], [0.8179, -0.1385, 0.2176], [-1.2301, -1.9682, 0.0941], [1.3054, -1.1524, 1.0548], [1.7607, 0.0098, -1.2754], [-1.4467, 1.2418, -0.5886], [-1.5482, 0.2903, -1.9882], [-2.8608, 0.0918, -0.8466], [1.6415, 1.0235, 1.6956], [0.9381, 1.9787, 0.5514], [-0.1424, 1.3221, 1.6500], [0.5372, -1.8202, 1.1237], [2.2574, -1.3205, -1.3737]],
  "forces_ev_per_a": [[3.74, 2.15, 4.10], [1.29, -0.16, -0.75], [-4.95, -0.16, 0.42], [-2.00, -2.30, -0.05], [-0.61, 0.58, -1.34], [-2.08, -1.72, -0.37], [1.46, -1.08, -1.04], [-0.36, -1.15, 0.33], [-0.20, 0.00, -0.71], [-1.44, 0.09, 0.10], [2.10, -0.29, 1.96], [0.53, 2.43, -1.96], [1.84, -1.05, -0.81], [1.54, 1.01, -0.18], [-0.86, 1.64, 0.30]],
  "homo_energy_ev": -7.84,
  "de_lowest_kj_mol": 323.2,
  "e_lumo_ha": 0.01740,
  "orbital_gap_ev": 8.312
}

***

2.
{
  "formula": "C25H28BrF5N9OSY",
  "method": "ωB97M-V/def2-TZVPD",
  "symbols": ["Y", "C", "C", "N", "C", "C", "C", "C", "C", "C", "C", "N", "C", "C", "N", "N", "H", "H", "H", "H", "H", "H", "H", "H", "H", "H", "H", "H", "H", "H", "H", "H", "H", "H", "C", "C", "N", "N", "C", "S", "N", "N", "H", "H", "H", "H", "H", "H", "Br", "C", "C", "C", "C", "N", "C", "H", "H", "H", "H", "F", "C", "C", "F", "C", "F", "C", "O", "C", "F", "C", "F"],
  "xyz": [[0.2425, -0.0642, 0.0458], [0.0359, 2.5231, -2.0334], [-0.5777, 3.0288, -0.7370], [-1.3161, 1.9468, -0.0411], [-1.7163, 2.3375, 1.3232], [-0.5188, 2.3344, 2.2439], [-0.4979, 3.0506, 3.4253], [0.6625, 3.0419, 4.1869], [1.7821, 2.3724, 3.7183], [1.6873, 1.6798, 2.5238], [2.8698, 0.9691, 1.9065], [2.6200, 0.7149, 0.4768], [2.8662, 1.9161, -0.3508], [2.3895, 1.6824, -1.7726], [0.9462, 1.3726, -1.8293], [0.5419, 1.6240, 1.8319], [0.5554, 3.3473, -2.5287], [-0.7609, 2.1949, -2.7021], [-1.2350, 3.8770, -0.9490], [0.1991, 3.3885, -0.0613], [-2.1631, 1.7567, -0.5707], [-2.4632, 1.6262, 1.6827], [-2.1803, 3.3283, 1.3421], [-1.3641, 3.6193, 3.7355], [0.7049, 3.5885, 5.1196], [2.7174, 2.4007, 4.2608], [3.0377, 0.0175, 2.4121], [3.7694, 1.5732, 2.0573], [3.2509, -0.0209, 0.1675], [3.9262, 2.1859, -0.3486], [2.3240, 2.7488, 0.1010], [2.9269, 0.8276, -2.1907], [2.6348, 2.5500, -2.3906], [0.7881, 0.7154, -2.5944], [0.6455, -3.9626, -5.1392], [-0.3245, -3.3986, -4.1743], [-1.4004, -3.9801, -3.7492], [-1.9712, -3.0743, -2.9098], [-1.2931, -1.9371, -2.8100], [-1.7429, -0.5522, -1.9196], [-0.2287, -2.1311, -3.6218], [0.7978, -1.2048, -3.7991], [0.3422, -4.9784, -5.3775], [1.6519, -3.9804, -4.7231], [0.6562, -3.3808, -6.0623], [-2.8519, -3.2820, -2.4668], [1.6237, -1.5797, -3.3380], [0.9677, -1.1020, -4.7944], [-1.3356, -0.9767, 5.8672], [-1.9322, -1.1216, 4.0958], [-3.2332, -1.4969, 3.7974], [-3.6052, -1.5725, 2.4649], [-2.6779, -1.2653, 1.4857], [-1.4197, -0.8972, 1.7729], [-1.0592, -0.8385, 3.0615], [-3.9349, -1.7236, 4.5888], [-4.6078, -1.8651, 2.1870], [-2.9347, -1.3077, 0.4355], [-0.0401, -0.5493, 3.2853], [4.2954, -5.5063, 1.5016], [3.5702, -4.5789, 0.8963], [3.4432, -4.5794, -0.4882], [4.0525, -5.5131, -1.1999], [2.6867, -3.6111, -1.1257], [2.5720, -3.6276, -2.4659], [2.0234, -2.6131, -0.4166], [1.2579, -1.6915, -0.9795], [2.1900, -2.6482, 0.9618], [1.5167, -1.6698, 1.6647], [2.9325, -3.5954, 1.6354], [3.0294, -3.5585, 2.9582]],
  "forces_ev_per_a": [[-0.05, -0.02, 0.02], [-0.01, 0.04, 0.01], [0.01, 0.00, 0.00], [-0.01, 0.04, 0.02], [0.01, 0.00, 0.00], [-0.01, 0.00, -0.01], [0.01, -0.01, 0.00], [0.00, 0.00, -0.01], [0.00, 0.00, 0.01], [0.00, -0.02, 0.00], [0.00, 0.01, 0.00], [0.00, -0.01, -0.01], [0.01, 0.01, 0.01], [0.00, 0.02, 0.01], [-0.02, 0.00, 0.01], [0.03, 0.09, -0.02], [0.00, 0.00, 0.00], [0.00, -0.01, 0.00], [0.00, 0.00, 0.00], [0.00, 0.00, 0.00], [0.01, 0.00, 0.00], [0.00, 0.00, 0.00], [0.00, 0.00, 0.00], [0.00, 0.00, 0.00], [0.00, 0.00, 0.00], [0.00, 0.00, 0.00], [0.00, 0.00, 0.00], [0.00, 0.00, 0.00], [0.00, 0.00, 0.00], [0.00, -0.01, -0.01], [0.00, 0.00, 0.00], [-0.01, 0.00, 0.00], [0.00, 0.00, 0.00], [0.01, 0.01, 0.00], [0.00, 0.00, -0.01], [-0.04, -0.01, -0.02], [0.02, -0.02, 0.01], [0.01, 0.04, -0.02], [-0.02, 0.00, 0.02], [-0.02, -0.08, 0.01], [0.05, 0.04, 0.03], [0.00, -0.05, -0.04], [0.00, 0.00, 0.00], [0.00, 0.00, 0.00], [0.01, 0.00, 0.00], [0.00, 0.00, 0.00], [-0.01, 0.02, 0.01], [0.00, 0.00, 0.00], [0.00, 0.00, 0.00], [0.00, 0.00, -0.02], [-0.02, 0.00, 0.01], [0.03, 0.00, 0.01], [0.01, -0.02, 0.01], [0.05, 0.05, -0.06], [0.00, 0.01, 0.01], [0.00, 0.00, 0.00], [0.00, 0.00, -0.01], [-0.01, 0.00, 0.00], [0.00, -0.02, 0.01], [0.01, 0.01, 0.00], [0.00, 0.01, 0.00], [0.01, 0.00, -0.01], [0.00, 0.01, 0.00], [0.01, 0.00, 0.01], [0.00, 0.00, 0.00], [-0.06, 0.01, 0.03], [0.09, -0.09, -0.05], [0.00, -0.01, 0.00], [-0.12, -0.04, 0.04], [0.01, 0.00, -0.01], [0.00, 0.00, 0.00]],
  "homo_energy_ev": -13.55,
  "charge": 2,
  "de_lowest_kj_mol": 0.0,
  "e_lumo_ha": -0.19258,
  "orbital_gap_ev": 8.312
}

***

3.
{
  "formula": "C40H94Ca2F6N7O18S2",
  "method": "ωB97M-V/def2-TZVPD",
  "symbols": ["Ca", "Ca", "O", "C", "C", "O", "H", "H", "H", "H", "C", "F", "F", "F", "S", "O", "O", "N", "S", "O", "O", "C", "F", "F", "F", "C", "O", "C", "C", "N", "C", "C", "O", "C", "H", "H", "H", "H", "H", "H", "H", "H", "H", "H", "H", "H", "H", "H", "H", "C", "O", "C", "C", "N", "C", "C", "O", "C", "H", "H", "H", "H", "H", "H", "H", "H", "H", "H", "H", "H", "H", "H", "H", "C", "O", "C", "C", "N", "C", "C", "O", "C", "H", "H", "H", "H", "H", "H", "H", "H", "H", "H", "H", "H", "H", "H", "H", "C", "O", "C", "C", "N", "C", "C", "O", "C", "H", "H", "H", "H", "H", "H", "H", "H", "H", "H", "H", "H", "H", "H", "H", "C", "O", "C", "C", "N", "C", "C", "O", "C", "H", "H", "H", "H", "H", "H", "H", "H", "H", "H", "H", "H", "H", "H", "H", "C", "O", "C", "C", "N", "C", "C", "O", "C", "H", "H", "H", "H", "H", "H", "H", "H", "H", "H", "H", "H", "H", "H", "H"],
  "xyz": [[2.7942, 1.0493, -6.4248], [4.0239, 3.6888, 0.0911], [3.0822, 0.3427, -1.8643], [2.5480, -0.7839, -1.1846], [1.9520, -0.7829, 0.3654], [2.3249, 0.3057, 1.2029], [3.2033, -1.6456, -1.3115], [1.7923, -1.1020, -1.9027], [2.2371, -1.7121, 0.8590], [0.8656, -0.8695, 0.3457], [1.4238, 8.0415, -4.0259], [0.9191, 8.3278, -5.2808], [2.7311, 7.9803, -4.1043], [1.0083, 9.0555, -3.2627], [0.5755, 6.3009, -3.4752], [-0.8314, 6.4273, -3.9176], [1.3591, 5.2853, -4.1668], [0.8404, 6.1496, -1.7427], [-0.4432, 6.6764, -1.0565], [-0.2021, 6.8868, 0.3730], [-1.0808, 7.8477, -1.5968], [-1.6883, 5.2105, -1.1182], [-1.5792, 4.5029, -0.0028], [-2.9806, 5.6546, -1.2568], [-1.4590, 4.4247, -2.1336], [8.6644, -6.7146, 4.6203], [7.4414, -6.5571, 3.9272], [7.6164, -5.9048, 2.6764], [6.2624, -5.8932, 1.8927], [5.8253, -7.2120, 1.4006], [4.5890, -7.0895, 0.6315], [4.2033, -8.4290, -0.1120], [3.0043, -8.2095, -0.7638], [2.6890, -9.2348, -1.6740], [9.3496, -7.4021, 4.1244], [8.4638, -7.2200, 5.5650], [9.2333, -5.7938, 4.7488], [8.3638, -6.4311, 2.0828], [7.9427, -4.8719, 2.7979], [6.3005, -5.1933, 1.0579], [5.5835, -5.4092, 2.5947], [5.6474, -7.6264, 2.3044], [4.5695, -6.3453, -0.1647], [3.7904, -6.7811, 1.3062], [3.9749, -9.2053, 0.6183], [5.0606, -8.8465, -0.6401], [3.4475, -9.4015, -2.4389], [1.7444, -9.0782, -2.1948], [2.5799, -10.2191, -1.2187], [1.1906, 3.0632, -9.5996], [0.7696, 1.9892, -8.7752], [-0.5717, 1.6356, -9.0108], [-1.0435, 0.8597, -7.7637], [-0.1994, -0.2607, -7.2772], [-0.1018, -1.3599, -8.2330], [0.9790, -2.4572, -7.7626], [2.1075, -1.7226, -7.2254], [3.1561, -2.6197, -6.8727], [1.3366, 2.6711, -10.6061], [2.1376, 3.4754, -9.2513], [0.5090, 3.9136, -9.6216], [-0.7212, 0.9207, -9.8200], [-1.2644, 2.4356, -9.2720], [-2.0671, 0.4966, -7.8564], [-0.9803, 1.5823, -6.9501], [-0.7750, -0.6392, -6.5386], [0.0928, -1.0564, -9.2616], [-1.0092, -1.9622, -8.2776], [1.2765, -3.1200, -8.5751], [0.6358, -2.9907, -6.8763], [3.0342, -3.1671, -5.9380], [4.1175, -2.1067, -6.8991], [3.2897, -3.3401, -7.6797], [-4.5481, -3.6920, -3.6343], [-4.6833, -2.5883, -4.5467], [-5.7085, -1.6592, -4.2241], [-7.1421, -2.1707, -4.6156], [-7.3798, -2.3460, -6.0325], [-8.8268, -2.5444, -6.3003], [-8.9986, -2.9136, -7.7647], [-8.3451, -4.1534, -8.0555], [-7.8001, -4.2320, -9.3672], [-5.4575, -4.1830, -3.2881], [-4.0354, -3.4036, -2.7166], [-3.9916, -4.5224, -4.0689], [-5.4494, -0.6744, -4.6128], [-5.7739, -1.3231, -3.1893], [-7.8453, -1.3631, -4.4120], [-7.4585, -3.0892, -4.1212], [-6.8285, -3.1091, -6.3984], [-9.3805, -1.6433, -6.0365], [-9.2023, -3.3034, -5.6140], [-8.5389, -2.1380, -8.3773], [-10.0550, -3.0842, -7.9724], [-8.6068, -4.2615, -10.0997], [-7.1304, -5.0896, -9.4302], [-7.2506, -3.3337, -9.6488], [-1.5236, 2.4458, 9.9197], [-0.9787, 2.0151, 8.7024], [-1.4006, 0.7820, 8.2477], [-0.5983, 0.5082, 6.9244], [0.5595, -0.4108, 7.0394], [1.5530, 0.0126, 7.9517], [2.6921, -1.0296, 8.0952], [3.8566, -0.4552, 8.7090], [5.0319, -1.2878, 8.7459], [-2.6005, 2.6144, 9.9191], [-0.9777, 3.3728, 10.0950], [-1.2575, 1.7515, 10.7167], [-2.4785, 0.7514, 8.0887], [-1.3294, -0.0918, 8.8954], [-0.2960, 1.4289, 6.4254], [-1.2674, 0.0314, 6.2081], [0.8892, -0.2923, 6.0921], [1.0769, 0.1326, 8.9249], [1.8792, 0.9874, 7.5889], [2.9885, -1.3983, 7.1132], [2.3852, -1.9308, 8.6261], [4.8121, -2.1848, 9.3248], [5.9095, -0.7829, 9.1497], [5.3251, -1.6072, 7.7459], [-10.8435, 8.3311, 5.5587], [-10.6647, 7.2204, 4.6678], [-11.4625, 6.0867, 5.0416], [-11.2081, 4.8273, 4.1815], [-9.9116, 4.2522, 4.3419], [-9.7265, 2.9907, 3.5196], [-8.3555, 2.2302, 3.7781], [-8.2353, 1.1331, 2.9104], [-7.1201, 0.2694, 3.1983], [-10.6657, 8.1930, 6.6252], [-11.8640, 8.6235, 5.3113], [-10.2125, 9.1617, 5.2424], [-12.5048, 6.3794, 4.9147], [-11.4011, 5.8043, 6.0926], [-11.4534, 4.9797, 3.1305], [-11.8865, 4.0722, 4.5785], [-9.2375, 5.0039, 4.3146], [-9.7198, 3.2538, 2.4619], [-10.5600, 2.3158, 3.7141], [-8.2785, 1.9080, 4.8165], [-7.5694, 2.9615, 3.5900], [-7.1573, -0.0967, 4.2244], [-6.1486, 0.7473, 3.0718], [-7.1814, -0.5781, 2.5156], [11.6568, 0.1089, 1.6550], [10.3076, 0.4634, 1.5274], [9.9605, 1.2347, 0.3928], [8.4058, 1.2605, 0.4524], [8.0416, 2.2812, 1.3856], [7.9353, 1.7065, 2.7051], [7.4163, 2.7885, 3.6657], [6.2112, 3.4366, 3.1798], [5.5321, 4.2422, 4.1138], [12.2460, 1.0014, 1.4440], [11.8751, -0.6578, 0.9117], [11.7230, -0.2660, 2.6763], [10.2687, 0.7719, -0.5447], [10.4883, 2.1883, 0.3789], [7.9337, 0.3052, 0.6815], [7.9816, 1.6123, -0.4880], [8.7339, 3.0161, 1.3577], [8.8868, 1.3519, 3.1012], [7.2500, 0.8596, 2.6709], [8.0959, 3.6003, 3.9247], [7.1554, 2.2564, 4.5805], [4.4876, 3.9354, 4.0594], [5.5891, 5.2987, 3.8520], [5.7102, 4.1572, 5.1858]],
  "forces_ev_per_a": [[-1.74, -1.06, -0.14], [-0.74, -1.64, 0.38], [0.01, -0.61, 1.23], [-0.15, 1.31, -1.02], [1.11, 2.19, 0.60], [-0.10, -0.77, -1.69], [0.94, -0.11, 0.62], [-1.15, -0.22, 0.35], [0.69, -0.39, -0.29], [-0.46, 0.44, -0.56], [-2.72, 0.14, -0.73], [0.80, -0.83, 1.16], [0.31, -0.10, 0.26], [0.78, -0.85, 0.02], [-1.16, 0.26, -0.33], [2.97, -0.15, 1.02], [0.16, 0.61, 0.73], [0.87, -0.33, -4.37], [-2.67, 2.78, 4.38], [0.51, -1.58, -1.15], [0.07, -0.85, -1.01], [-1.02, 1.64, 0.20], [-0.14, -0.02, 0.16], [1.41, -0.26, 0.51], [0.40, -0.91, -0.89], [0.11, -0.75, 0.00], [0.21, 0.34, -0.22], [-0.99, -0.56, -0.97], [1.08, 0.51, 0.26], [0.66, 1.26, 0.29], [-0.75, -1.47, -0.26], [0.43, 0.46, 2.78], [-0.57, 0.25, -1.73], [-0.17, -0.76, -0.38], [-0.01, -0.13, -0.57], [-0.22, 0.48, 0.14], [-0.31, 0.33, 0.21], [0.20, -0.14, -0.07], [0.06, 0.20, 0.23], [0.44, -0.03, -0.15], [-0.65, -0.19, 0.17], [-0.43, -1.07, -0.23], [0.81, 0.29, 0.11], [-0.51, -0.18, -0.09], [0.30, -0.21, 0.59], [-0.07, 0.45, -0.90], [0.34, 0.42, -0.12], [0.01, 0.60, 0.25], [0.02, -0.09, 0.63], [0.48, 0.14, -0.66], [0.31, 0.69, 0.43], [-0.92, -2.46, 0.78], [0.15, 0.96, 0.55], [0.34, 0.29, -0.86], [1.12, -2.25, 0.31], [-0.75, 2.57, 0.75], [0.88, 0.32, -0.20], [0.63, -0.38, -0.92], [-0.01, 0.25, -0.20], [0.11, -0.29, 0.18], [-0.35, -0.22, 0.12], [0.76, 0.06, -0.67], [0.33, 0.50, 0.54], [-0.19, 0.34, -0.34], [-0.50, 0.06, 0.16], [0.30, 0.02, 0.65], [0.33, 0.33, 0.23], [-0.44, 0.19, -0.09], [0.01, 0.06, 0.04], [-0.57, -0.46, -0.39], [-0.32, 0.27, 0.13], [-0.04, 0.40, 0.45], [-0.18, -0.31, 0.02], [0.03, 0.00, 0.31], [-0.06, -0.58, 0.64], [-1.39, -0.35, 0.08], [0.55, 1.15, -0.76], [-0.10, 0.51, -0.65], [1.61, -0.47, 0.01], [-0.10, -0.72, 0.26], [0.77, 0.10, 0.16], [-0.56, 0.49, 0.22], [-0.62, 0.47, -0.34], [0.19, 0.32, 0.00], [0.25, 0.44, -0.49], [-0.10, -0.33, -1.20], [0.30, -0.98, 0.79], [0.03, 0.02, 0.95], [0.25, 0.02, 0.81], [-0.23, -0.24, -0.12], [0.10, 0.25, -0.31], [-0.35, -0.50, -0.16], [-0.30, 0.23, -0.09], [-0.18, 0.51, -0.26], [-0.11, -0.52, -0.20], [-0.29, -0.03, 0.03], [0.37, 0.21, 0.32], [0.91, 0.28, 0.24], [0.13, 0.20, 0.31], [0.19, -0.88, -2.00], [-0.96, -0.74, 0.76], [-1.89, -0.53, -1.08], [0.94, 0.15, 0.87], [0.84, 0.29, -0.43], [0.40, 0.29, 0.17], [-1.18, -0.18, -0.43], [-0.14, -0.04, -0.25], [-0.41, 0.15, 0.34], [-0.14, -0.16, 0.21], [-0.36, 0.53, -0.59], [0.95, 0.07, 0.73], [-0.05, 0.56, 0.47], [-0.13, -0.13, 0.05], [0.76, -0.75, -0.14], [0.13, 0.23, 0.10], [0.91, 0.28, 0.59], [-0.06, 0.08, -0.46], [-0.35, 0.08, 0.37], [0.16, -0.12, 0.18], [-0.51, 0.40, 0.29], [-0.16, -0.07, -0.32], [-0.70, 0.10, -1.49], [0.98, -0.92, 1.05], [-0.22, 0.00, -0.75], [-0.51, 0.24, 0.60], [0.72, -1.38, 0.36], [1.47, 0.94, 0.54], [-1.07, 1.15, 0.18], [0.39, -0.60, -0.16], [-0.67, 0.39, -0.07], [-0.13, -0.64, -0.02], [-0.32, 0.51, 0.88], [0.22, -0.29, -0.22], [-0.36, -0.05, -0.21], [0.65, 0.17, 0.23], [-0.24, 0.36, -0.27], [-0.57, 0.09, -0.12], [0.62, -0.54, -0.60], [-0.19, -0.16, -0.30], [-0.04, 0.14, 0.12], [-0.11, -0.01, 0.22], [0.35, 0.07, 0.02], [-0.17, -0.06, 0.16], [0.00, 0.34, -0.17], [-0.09, 0.12, 0.03], [-0.53, 0.19, -0.37], [-0.65, 0.32, -0.14], [-0.92, -2.08, -0.30], [1.38, 1.67, -1.52], [-1.19, -0.21, 0.61], [-0.41, 1.89, 1.00], [-1.12, -0.28, 0.34], [0.66, -0.68, -0.13], [-1.26, 0.13, -0.02], [0.58, -0.10, 0.36], [0.41, -0.21, 0.09], [0.62, 0.04, -0.19], [0.25, -0.56, -0.16], [-0.41, 0.55, 0.32], [0.44, 0.00, 0.11], [0.31, -0.41, -0.59], [0.00, 0.09, 0.19], [0.05, -0.11, 0.09], [-0.14, 0.14, 0.04], [0.57, -0.23, -0.22], [0.03, 0.14, 0.33], [-0.32, 0.18, -0.14], [0.22, 0.12, -0.04], [0.93, -0.40, -0.07]],
  "homo_energy_ev": -8.39,
  "charge": 1,
  "e_lumo_ha": -0.21203,
  "orbital_gap_ev": 2.624
}

***

Number 1 is which compound? C4H8O2S